1.
ORCA calculation (wB97M-V/def2-TZVPD) on the molecule C12H18FNO2.

Last column: natural (NBO) charge in e.
Cartesian coordinates (Å):
O (-1.63566, -0.15917, 5.59008)  -0.72
C (-2.55565, -0.82031, 4.76354)  -0.06
C (-2.10747, -0.78655, 3.30061)  -0.25
N (-1.94293, 0.60467, 2.91215)  -0.64
C (-1.22875, 0.83057, 1.67189)  -0.21
C (-1.94350, 0.32489, 0.40892)  -0.42
C (-1.27900, 0.79324, -0.88252)  -0.41
C (0.10758, 0.19185, -1.09128)  -0.06
O (0.53015, 0.56555, -2.38643)  -0.48
C (1.74752, 0.16147, -2.82206)  0.24
C (2.65518, -0.61208, -2.10673)  -0.28
C (3.87537, -0.96339, -2.66330)  -0.21
C (4.21775, -0.55562, -3.93762)  -0.23
C (3.32847, 0.21559, -4.67008)  -0.27
C (2.11800, 0.56207, -4.11259)  0.36
F (1.25564, 1.31297, -4.83057)  -0.32
H (-1.36738, 0.63972, 5.11473)  0.48
H (-2.62484, -1.85005, 5.12100)  0.18
H (-3.54980, -0.35271, 4.84957)  0.15
H (-1.13137, -1.27185, 3.21508)  0.19
H (-2.83079, -1.34222, 2.68408)  0.17
H (-2.85160, 1.05902, 2.87550)  0.35
H (-1.06966, 1.90968, 1.58540)  0.19
H (-0.25222, 0.34910, 1.76927)  0.19
H (-1.98262, -0.76655, 0.42220)  0.20
H (-2.97196, 0.69614, 0.42248)  0.20
H (-1.19437, 1.88110, -0.88788)  0.21
H (-1.89631, 0.50557, -1.73549)  0.22
H (0.05956, -0.90357, -1.01042)  0.17
H (0.81351, 0.57216, -0.34165)  0.17
H (2.41630, -0.94637, -1.10981)  0.22
H (4.56100, -1.56440, -2.08550)  0.22
H (5.16850, -0.83242, -4.36465)  0.22
H (3.56136, 0.55190, -5.66791)  0.23

As for the multiplicity: 1. For the HOMO-LUMO gap, the calculation gives 9.5 eV. The LUMO energy is 0.8 eV.

---

2.
ORCA calculation (wB97M-V/def2-TZVPD) on C12H18I2LaO4SY as an isolated structure in a non-equilibrium geometry.

Last column: Löwdin charge in e.
Cartesian coordinates (Å):
I (3.35560, -2.84973, -0.90647)  0.57
I (3.39482, 2.77318, -0.28936)  0.74
Y (0.69786, 1.59813, 0.31826)  0.90
La (0.47276, -1.87936, 0.07981)  1.37
S (1.27575, -0.04241, -1.71421)  0.38
C (-1.77892, -1.63240, -0.99105)  -0.14
C (-1.70015, -1.38283, 1.66166)  -0.05
C (0.75429, -0.04291, -3.55721)  -0.82
C (1.57346, 1.03649, -4.24702)  -0.08
C (-0.72773, 0.26658, -3.65088)  -0.09
C (1.12052, -1.42141, -4.11299)  -0.08
C (-1.40500, 1.69402, 1.80506)  -0.02
C (-1.72726, 1.31193, -0.58198)  -0.06
O (-2.67922, -1.21678, 2.25300)  0.21
O (-2.83338, -1.56840, -1.45926)  0.22
O (-2.28432, 1.78262, 2.56175)  0.23
O (-2.74614, 1.37649, -1.12263)  0.23
H (1.28985, 1.05016, -5.30736)  0.13
H (2.64257, 0.80491, -4.17038)  0.10
H (1.38133, 2.03762, -3.83877)  0.09
H (-1.07187, 0.07298, -4.67740)  0.14
H (-0.96353, 1.30716, -3.39736)  0.10
H (-1.32161, -0.37034, -3.00140)  0.03
H (0.85645, -1.46433, -5.18312)  0.13
H (0.57395, -2.22850, -3.60058)  0.08
H (2.20553, -1.58608, -3.99327)  0.09
C (0.54802, -0.02207, 3.77200)  -0.05
C (1.58820, 0.69114, 2.89680)  -0.54
C (2.89030, 0.84967, 3.70790)  -0.02
C (1.80956, -0.06393, 1.57551)  -0.45
H (0.87950, -1.04625, 4.01232)  0.12
H (-0.43928, -0.08592, 3.29532)  0.01
H (0.41984, 0.55138, 4.70296)  0.13
H (1.21269, 1.73125, 2.69712)  0.10
H (3.33404, -0.13855, 3.91228)  0.12
H (3.61756, 1.47023, 3.16496)  0.09
H (2.65606, 1.35218, 4.66221)  0.12
H (2.66399, 0.42828, 1.05788)  -0.03
H (2.15560, -1.08882, 1.78232)  0.03

As for the multiplicity: 1. The charge is +4. For the HOMO-LUMO gap (spin up / spin down), the calculation gives 6.7 / 6.3 eV. The LUMO energy (spin up / spin down) is -15.8 / -16.3 eV.

---

3.
ORCA calculation (wB97M-V/def2-TZVPD) on the molecule C12H18N2S in a non-equilibrium geometry.

Last column: natural (NBO) charge in e.
Cartesian coordinates (Å):
C (-4.07703, -0.59076, -0.54254)  -0.24
C (-3.20209, -1.60111, -0.21592)  -0.20
C (-3.64951, 0.74347, -0.45194)  -0.19
C (-1.86308, -1.33862, -0.03038)  -0.26
C (-2.28435, 1.03702, -0.40472)  -0.28
C (-1.40209, 0.01359, -0.05630)  0.15
C (0.90165, 1.31726, -1.47590)  -0.31
C (1.16719, -1.16103, -0.57599)  -0.21
C (1.40669, -3.02310, 1.21714)  -0.60
C (2.18219, 3.16589, 0.34180)  -0.64
C (1.92731, -1.74238, 0.58387)  -0.48
C (1.61772, 1.80821, 0.75693)  -0.23
N (-0.05654, 0.24255, 0.25361)  -0.27
N (0.55006, 1.38642, -0.10967)  -0.25
S (2.10015, -0.12146, -1.70421)  0.14
H (-5.20945, -0.70573, -0.65006)  0.21
H (-3.52225, -2.57828, -0.27220)  0.21
H (-4.32367, 1.42496, -0.89056)  0.21
H (-1.12650, -2.04518, 0.44845)  0.21
H (-1.88455, 2.01790, -0.31504)  0.22
H (-0.01403, 1.06412, -2.07702)  0.22
H (1.23723, 2.14675, -1.96463)  0.21
H (0.26782, -1.67699, -1.01140)  0.23
H (1.62991, -3.89504, 0.56416)  0.21
H (0.34043, -2.95986, 1.31881)  0.20
H (1.84868, -3.19065, 2.23917)  0.22
H (3.34278, 3.06106, 0.53907)  0.22
H (1.85276, 3.52830, -0.63881)  0.22
H (1.89829, 3.92311, 1.11321)  0.22
H (2.92011, -2.00023, 0.14863)  0.22
H (2.00106, -1.02412, 1.43704)  0.23
H (2.27048, 0.98118, 0.65944)  0.19
H (1.15261, 1.79274, 1.76596)  0.22

As for the multiplicity: 1. For the HOMO-LUMO gap, the calculation gives 8.5 eV. The LUMO energy is 0.7 eV.

---

4.
ORCA calculation (wB97M-V/def2-TZVPD) on an isolated ion of composition C12H18N3 and charge +1 in a non-equilibrium geometry.

Last column: natural (NBO) charge in e.
Cartesian coordinates (Å):
C (-1.84927, 1.71414, 0.51627)  -0.07
C (-1.06815, 1.24447, 1.48426)  -0.03
C (-1.52718, -0.49739, 0.25076)  0.62
C (3.14626, 0.99883, 1.05253)  -0.38
C (2.35067, 1.38812, 0.07912)  -0.24
C (-0.58116, -2.64924, -0.08985)  -0.01
C (1.11084, -0.77105, -0.55649)  0.08
C (1.49965, 0.41473, -0.85244)  -0.11
C (0.98990, 1.23345, -2.05145)  -0.61
C (-3.14712, 0.56618, -1.37979)  -0.40
C (-0.03445, -0.86605, 2.20787)  -0.46
C (0.64846, -2.15699, -0.74470)  -0.59
N (-1.62032, -1.78394, -0.11140)  -0.60
N (-2.12194, 0.58568, -0.32413)  -0.32
N (-0.82639, -0.07168, 1.32948)  -0.33
H (-2.19548, 2.76462, 0.28914)  0.27
H (-0.67125, 1.84720, 2.36964)  0.27
H (3.78276, 1.85773, 1.50896)  0.22
H (3.36928, 0.01479, 1.60462)  0.22
H (2.53384, 2.48230, -0.26434)  0.23
H (-0.70868, -3.70692, -0.01188)  0.23
H (0.65313, 0.57870, -2.87734)  0.21
H (1.78894, 1.77217, -2.32452)  0.22
H (0.23023, 1.86788, -1.77857)  0.21
H (-2.83825, -0.11011, -2.03364)  0.21
H (-4.15708, 0.19933, -0.92224)  0.23
H (-3.09142, 1.53960, -1.87830)  0.24
H (-0.59221, -1.30184, 3.10252)  0.25
H (0.20142, -1.81468, 1.70701)  0.24
H (1.00109, -0.49063, 2.23958)  0.26
H (0.51464, -2.33494, -1.85889)  0.28
H (1.61235, -2.87010, -0.52897)  0.27
H (-2.50329, -2.01769, -0.52924)  0.42

As for the multiplicity: 1. The charge is +1. For the HOMO-LUMO gap (spin up / spin down), the calculation gives 7.2 / 8.2 eV. The LUMO energy (spin up / spin down) is -3.5 / -2.8 eV.

---

5.
ORCA calculation (wB97M-V/def2-TZVPD) on the molecule C12H18N4O3 in a non-equilibrium geometry.

Last column: natural (NBO) charge in e.
Cartesian coordinates (Å):
O (1.82000, 0.20847, -2.74142)  -0.62
C (1.21288, 0.70623, -1.82192)  0.67
C (-0.03782, 1.59412, -2.06842)  -0.31
N (-1.15377, 1.16804, -1.27586)  -0.14
C (-2.27093, 0.56579, -1.68778)  0.02
C (-3.01846, 0.30843, -0.54314)  -0.09
N (-4.28549, -0.30875, -0.46990)  0.53
O (-4.77188, -0.45686, 0.63275)  -0.38
O (-4.80235, -0.64871, -1.51546)  -0.38
C (-2.23849, 0.80102, 0.52085)  0.00
N (-1.12219, 1.31128, 0.05434)  -0.29
N (1.52352, 0.60734, -0.52685)  -0.63
C (2.59037, -0.23851, -0.01737)  -0.05
C (3.41001, 0.55254, 1.00770)  -0.41
C (2.84337, 0.56524, 2.42894)  -0.41
C (3.33829, -0.61023, 3.27107)  -0.39
C (2.71523, -1.95504, 2.90742)  -0.39
C (2.87195, -2.35287, 1.44023)  -0.41
C (1.97218, -1.54294, 0.50610)  -0.41
H (-0.29611, 1.53918, -3.12609)  0.24
H (0.22001, 2.62360, -1.80377)  0.23
H (-2.48829, 0.35271, -2.71400)  0.25
H (-2.46383, 0.79447, 1.56734)  0.24
H (0.88935, 1.01163, 0.15407)  0.42
H (3.22840, -0.46217, -0.87893)  0.23
H (4.42304, 0.14993, 1.03827)  0.21
H (3.48636, 1.57625, 0.63380)  0.22
H (1.75262, 0.57594, 2.40830)  0.19
H (3.16696, 1.48667, 2.91826)  0.21
H (4.42452, -0.67799, 3.17410)  0.19
H (3.11817, -0.40820, 4.32219)  0.21
H (3.17974, -2.72292, 3.53070)  0.21
H (1.65078, -1.93802, 3.15428)  0.19
H (3.91397, -2.26009, 1.13289)  0.20
H (2.59857, -3.40630, 1.34899)  0.21
H (1.70684, -2.14773, -0.36358)  0.22
H (1.04163, -1.30939, 1.02972)  0.20

As for the multiplicity: 1. For the HOMO-LUMO gap, the calculation gives 9.5 eV. The LUMO energy is -0.3 eV.

---

6.
ORCA calculation (wB97M-V/def2-TZVPD) on C12H18N6O2PPdS2 as an isolated structure in a non-equilibrium geometry.

Last column: natural (NBO) charge in e.
Cartesian coordinates (Å):
Pd (0.23768, 0.26149, 0.11661)  0.87
C (-4.85448, -0.87999, -1.84629)  -0.64
C (-3.80589, -1.92158, -2.11947)  -0.06
O (-2.86169, -1.95913, -0.97017)  -0.83
P (-1.33190, -1.80375, -1.16167)  1.75
S (-0.53483, -1.86137, 0.69017)  -0.17
S (-0.78889, -0.02857, -1.95012)  -0.17
O (-0.76338, -2.87841, -2.12056)  -0.83
C (-0.89218, -4.33585, -1.84906)  -0.06
C (0.48188, -4.94426, -1.81581)  -0.64
H (-5.57031, -0.87724, -2.66900)  0.25
H (-4.41381, 0.11462, -1.77359)  0.22
H (-5.39122, -1.10575, -0.92594)  0.24
H (-3.24607, -1.71508, -3.03251)  0.19
H (-4.21962, -2.92349, -2.17803)  0.22
H (-1.49723, -4.71884, -2.66470)  0.22
H (-1.43104, -4.47498, -0.91103)  0.19
H (0.99718, -4.78236, -2.76140)  0.24
H (0.38715, -6.01878, -1.65532)  0.25
H (1.07893, -4.52813, -1.00412)  0.22
N (-1.99834, 1.99345, 1.92724)  -0.74
C (-0.77655, 2.49265, 2.10196)  0.63
N (-0.63035, 3.51226, 2.91840)  -0.54
C (0.61563, 3.96356, 3.06088)  0.62
N (0.81585, 4.98680, 3.86541)  -0.69
N (1.72363, 3.44944, 2.43214)  -0.49
C (1.48709, 2.46732, 1.64813)  0.46
N (0.26953, 1.91892, 1.41151)  -0.67
C (2.62755, 1.85676, 0.91224)  0.13
C (3.90650, 2.33517, 1.02282)  -0.17
C (4.91716, 1.70943, 0.29797)  -0.10
C (4.60635, 0.62968, -0.50373)  -0.21
C (3.28907, 0.20394, -0.56535)  0.07
N (2.33136, 0.81391, 0.13195)  -0.48
H (-2.76208, 2.39234, 2.44833)  0.44
H (-2.16644, 1.18653, 1.35212)  0.40
H (0.03694, 5.39261, 4.35906)  0.43
H (1.74665, 5.34345, 4.00868)  0.43
H (4.08711, 3.18286, 1.66904)  0.27
H (5.93666, 2.06525, 0.36081)  0.26
H (5.36545, 0.11922, -1.07895)  0.26
H (2.99096, -0.63412, -1.17864)  0.23

As for the multiplicity: 2. As for the expectation value of S²: 0.762. The charge is +2. For the HOMO-LUMO gap (spin up / spin down), the calculation gives 6.1 / 6.2 eV. The LUMO energy (spin up / spin down) is -9.8 / -9.6 eV.

---

Values for ΔE to the lowest compared entry with this formula, charge and spin, eV, ordered as above
0.000 0.013 3.522 7.069 4.280 0.646